*w*
{"formula": "C48H71N3O4P2Ti", "method": "ωB97M-V/def2-TZVPD", "e_lumo_ev": [-3.054, -4.391], "orbital_gap_ev": [6.8794, 5.9101], "total_charge": 1, "homo_energy_ev": [-9.934, -10.301], "spin_multiplicity": 2, "species": ["Ti", "C", "C", "C", "C", "C", "C", "C", "N", "C", "C", "C", "C", "C", "C", "O", "C", "C", "C", "C", "C", "C", "C", "C", "C", "O", "C", "C", "C", "C", "C", "C", "H", "H", "H", "H", "H", "H", "H", "H", "H", "H", "H", "H", "H", "H", "H", "H", "H", "H", "H", "H", "H", "H", "H", "H", "H", "H", "H", "H", "H", "H", "H", "H", "H", "H", "H", "H", "H", "H", "H", "H", "C", "P", "C", "N", "C", "C", "C", "C", "C", "C", "N", "C", "P", "C", "C", "C", "C", "C", "C", "C", "C", "C", "H", "H", "H", "H", "H", "H", "H", "H", "H", "H", "H", "H", "H", "H", "H", "H", "H", "H", "H", "H", "H", "H", "H", "H", "H", "H", "H", "H", "C", "O", "C", "O", "H", "H", "H"], "xyz": [[-0.57, -0.53, -0.16], [2.51, 4.98, -3.74], [1.23, 5.39, -3.00], [1.60, 6.20, -1.75], [0.40, 6.29, -3.93], [0.47, 4.13, -2.57], [1.07, 3.22, -1.76], [0.37, 2.05, -1.38], [0.81, 1.02, -0.66], [2.03, 0.94, -0.01], [3.25, 1.47, -0.40], [4.34, 1.38, 0.45], [4.14, 0.79, 1.69], [2.94, 0.20, 2.11], [1.90, 0.20, 1.18], [0.71, -0.46, 1.29], [2.87, -0.42, 3.51], [3.25, -1.90, 3.41], [1.47, -0.24, 4.12], [3.85, 0.26, 4.48], [5.69, 1.95, 0.00], [6.76, 1.80, 1.07], [6.15, 1.19, -1.26], [5.53, 3.44, -0.34], [-1.01, 1.89, -1.72], [-1.60, 0.85, -1.15], [-1.63, 2.80, -2.59], [-0.86, 3.88, -3.00], [-3.08, 2.64, -3.04], [-3.28, 1.24, -3.65], [-3.48, 3.66, -4.11], [-3.99, 2.86, -1.83], [3.06, 5.87, -4.05], [2.28, 4.39, -4.63], [3.17, 4.39, -3.10], [2.14, 7.10, -2.03], [2.23, 5.63, -1.07], [0.70, 6.50, -1.20], [1.00, 7.16, -4.19], [-0.51, 6.64, -3.44], [0.13, 5.78, -4.85], [2.06, 3.40, -1.38], [3.35, 1.92, -1.38], [4.97, 0.77, 2.38], [2.64, -2.41, 2.67], [3.12, -2.40, 4.37], [4.29, -2.00, 3.10], [0.69, -0.70, 3.51], [1.23, 0.82, 4.22], [1.45, -0.69, 5.12], [4.89, 0.04, 4.25], [3.66, -0.12, 5.49], [3.71, 1.34, 4.50], [6.94, 0.76, 1.33], [6.50, 2.35, 1.98], [7.70, 2.22, 0.70], [6.28, 0.13, -1.05], [7.11, 1.59, -1.60], [5.44, 1.29, -2.08], [5.19, 4.00, 0.53], [4.82, 3.60, -1.15], [6.49, 3.85, -0.65], [-1.31, 4.59, -3.68], [-2.69, 1.14, -4.56], [-4.33, 1.09, -3.91], [-2.98, 0.45, -2.97], [-2.86, 3.58, -5.00], [-3.43, 4.68, -3.74], [-4.51, 3.47, -4.41], [-3.67, 2.24, -0.99], [-5.03, 2.62, -2.07], [-3.94, 3.90, -1.51], [-4.20, -0.69, -0.66], [-2.99, -1.00, 0.66], [-3.31, -2.78, 0.97], [-4.57, -3.16, 1.06], [-4.81, -4.48, 1.25], [-6.14, -4.94, 1.35], [-6.38, -6.26, 1.55], [-5.31, -7.19, 1.66], [-4.02, -6.77, 1.56], [-3.74, -5.40, 1.35], [-2.45, -4.98, 1.26], [-2.24, -3.71, 1.06], [-0.53, -3.05, 1.02], [-0.19, -3.16, 2.81], [0.55, -4.38, 0.26], [-0.11, -4.96, -1.00], [0.84, -5.52, 1.24], [1.87, -3.70, -0.11], [-3.55, -0.07, 2.16], [-2.74, -0.58, 3.35], [-3.21, 1.41, 1.92], [-5.05, -0.22, 2.43], [-5.15, -1.14, -0.38], [-3.83, -1.17, -1.57], [-4.32, 0.37, -0.84], [-6.94, -4.21, 1.27], [-7.40, -6.62, 1.63], [-5.53, -8.23, 1.81], [-3.19, -7.46, 1.64], [-0.47, -4.15, 3.17], [-0.78, -2.41, 3.33], [0.85, -2.97, 3.03], [-0.98, -5.56, -0.74], [0.61, -5.61, -1.50], [-0.42, -4.19, -1.70], [-0.08, -6.00, 1.59], [1.42, -5.19, 2.10], [1.44, -6.28, 0.72], [1.74, -2.97, -0.91], [2.58, -4.45, -0.45], [2.32, -3.18, 0.74], [-1.67, -0.44, 3.20], [-2.94, -1.64, 3.55], [-3.02, -0.02, 4.24], [-2.16, 1.56, 1.68], [-3.43, 1.97, 2.83], [-3.81, 1.83, 1.11], [-5.32, -1.26, 2.61], [-5.64, 0.14, 1.59], [-5.31, 0.36, 3.31], [1.91, -1.21, -3.08], [0.60, -1.80, -2.95], [-0.06, -1.51, -1.88], [-1.22, -1.89, -1.69], [2.51, -1.91, -3.65], [2.34, -1.04, -2.09], [1.82, -0.27, -3.61]], "lowdin_charge": [0.921, -0.037, -0.552, -0.037, -0.061, -0.136, 0.051, -0.157, 0.064, -0.186, 0.025, -0.151, 0.044, -0.073, -0.220, -0.260, -0.522, -0.030, -0.042, -0.056, -0.554, -0.060, -0.041, -0.039, -0.214, -0.202, -0.074, 0.070, -0.526, -0.028, -0.059, -0.033, 0.091, 0.093, 0.066, 0.090, 0.077, 0.094, 0.091, 0.091, 0.091, 0.096, 0.108, 0.091, 0.041, 0.097, 0.095, 0.031, 0.100, 0.093, 0.079, 0.090, 0.098, 0.090, 0.091, 0.090, 0.091, 0.089, 0.076, 0.094, 0.063, 0.090, 0.089, 0.096, 0.093, 0.052, 0.094, 0.087, 0.093, 0.037, 0.096, 0.097, -0.201, 1.034, -0.369, 0.148, -0.193, -0.005, -0.055, -0.054, -0.005, -0.192, 0.154, -0.375, 1.057, -0.204, -0.677, -0.072, -0.089, -0.071, -0.700, -0.086, -0.078, -0.076, 0.052, 0.053, 0.026, 0.118, 0.112, 0.112, 0.118, 0.059, 0.023, 0.021, 0.074, 0.096, 0.065, 0.069, 0.078, 0.093, 0.052, 0.100, 0.068, 0.062, 0.082, 0.099, 0.078, 0.098, 0.070, 0.072, 0.081, 0.094, -0.005, -0.008, -0.465, -0.062, 0.103, 0.082, 0.102]}

=====

*x*
{"formula": "C48H71N3O4P2Ti", "method": "ωB97M-V/def2-TZVPD", "e_lumo_ev": [-3.104, -4.828], "orbital_gap_ev": [7.0237, 5.6061], "total_charge": 1, "homo_energy_ev": [-10.128, -10.434], "spin_multiplicity": 2, "species": ["Ti", "C", "C", "C", "C", "C", "C", "C", "N", "C", "C", "C", "C", "C", "C", "O", "C", "C", "C", "C", "C", "C", "C", "C", "C", "O", "C", "C", "C", "C", "C", "C", "H", "H", "H", "H", "H", "H", "H", "H", "H", "H", "H", "H", "H", "H", "H", "H", "H", "H", "H", "H", "H", "H", "H", "H", "H", "H", "H", "H", "H", "H", "H", "H", "H", "H", "H", "H", "H", "H", "H", "H", "C", "P", "C", "N", "C", "C", "C", "C", "C", "C", "N", "C", "P", "C", "C", "C", "C", "C", "C", "C", "C", "C", "H", "H", "H", "H", "H", "H", "H", "H", "H", "H", "H", "H", "H", "H", "H", "H", "H", "H", "H", "H", "H", "H", "H", "H", "H", "H", "H", "H", "C", "O", "C", "O", "H", "H", "H"], "xyz": [[-0.04, 0.15, -0.46], [-3.92, -3.63, 5.02], [-2.58, -2.90, 4.90], [-2.56, -1.73, 5.90], [-1.46, -3.89, 5.26], [-2.36, -2.31, 3.51], [-1.09, -2.01, 3.06], [-0.93, -1.36, 1.84], [0.23, -0.99, 1.22], [1.50, -0.88, 1.70], [1.96, -1.00, 3.01], [3.29, -0.78, 3.30], [4.16, -0.52, 2.23], [3.76, -0.38, 0.90], [2.39, -0.46, 0.65], [1.75, -0.13, -0.47], [4.86, -0.13, -0.14], [4.32, -0.12, -1.58], [5.52, 1.23, 0.13], [5.89, -1.26, -0.04], [3.76, -0.76, 4.75], [3.25, -2.01, 5.50], [5.28, -0.72, 4.88], [3.17, 0.50, 5.41], [-2.06, -1.01, 1.02], [-1.72, -0.30, -0.06], [-3.34, -1.42, 1.41], [-3.44, -2.02, 2.66], [-4.61, -1.35, 0.56], [-5.76, -0.67, 1.33], [-4.42, -0.59, -0.75], [-5.00, -2.80, 0.22], [-3.97, -4.13, 5.99], [-4.02, -4.39, 4.24], [-4.77, -2.94, 4.96], [-2.74, -2.11, 6.91], [-3.34, -1.01, 5.67], [-1.60, -1.22, 5.90], [-1.70, -4.39, 6.19], [-0.50, -3.40, 5.39], [-1.36, -4.65, 4.48], [-0.23, -2.32, 3.63], [1.27, -1.21, 3.81], [5.21, -0.39, 2.45], [3.62, 0.69, -1.73], [3.83, -1.07, -1.81], [5.15, 0.01, -2.28], [4.78, 2.03, 0.08], [6.29, 1.42, -0.62], [5.99, 1.26, 1.11], [5.41, -2.23, -0.16], [6.41, -1.25, 0.92], [6.65, -1.15, -0.82], [3.53, -2.92, 4.97], [2.16, -2.00, 5.61], [3.68, -2.04, 6.50], [5.74, -1.57, 4.37], [5.56, -0.77, 5.93], [5.69, 0.21, 4.47], [2.08, 0.49, 5.37], [3.53, 1.40, 4.90], [3.48, 0.56, 6.46], [-4.43, -2.29, 2.99], [-5.50, 0.36, 1.58], [-6.00, -1.19, 2.26], [-6.65, -0.66, 0.71], [-4.12, 0.44, -0.59], [-5.36, -0.60, -1.31], [-3.66, -1.09, -1.35], [-5.30, -3.35, 1.11], [-4.15, -3.32, -0.24], [-5.83, -2.81, -0.49], [-2.67, -1.24, -3.75], [-1.19, -0.45, -3.01], [-0.96, 0.95, -4.18], [-1.47, 0.87, -5.38], [-1.13, 1.83, -6.27], [-1.69, 1.83, -7.57], [-1.30, 2.76, -8.48], [-0.32, 3.73, -8.14], [0.23, 3.77, -6.90], [-0.18, 2.83, -5.93], [0.29, 2.91, -4.66], [-0.14, 2.04, -3.78], [0.26, 2.32, -2.00], [1.86, 3.18, -2.19], [-1.02, 3.70, -1.61], [-2.22, 3.00, -0.97], [-1.50, 4.46, -2.85], [-0.41, 4.71, -0.64], [0.19, -1.61, -3.64], [1.50, -0.83, -3.79], [0.33, -2.70, -2.57], [-0.15, -2.24, -4.99], [-2.55, -1.28, -4.83], [-3.54, -0.63, -3.52], [-2.82, -2.24, -3.34], [-2.43, 1.07, -7.80], [-1.73, 2.77, -9.47], [-0.03, 4.46, -8.89], [0.97, 4.50, -6.62], [1.74, 4.03, -2.85], [2.58, 2.48, -2.63], [2.22, 3.48, -1.20], [-2.62, 2.22, -1.63], [-3.01, 3.73, -0.78], [-1.97, 2.53, -0.02], [-2.10, 3.83, -3.51], [-0.67, 4.87, -3.42], [-2.13, 5.29, -2.51], [0.04, 4.24, 0.22], [-1.20, 5.38, -0.29], [0.35, 5.32, -1.14], [1.76, -0.30, -2.88], [1.44, -0.11, -4.61], [2.30, -1.53, -4.01], [0.59, -2.27, -1.59], [1.13, -3.39, -2.84], [-0.59, -3.27, -2.45], [-0.40, -1.47, -5.73], [-0.98, -2.94, -4.92], [0.72, -2.79, -5.35], [-0.23, 2.44, 3.17], [-0.59, 1.57, 2.08], [0.18, 1.63, 0.99], [1.10, 2.42, 0.89], [-0.52, 3.47, 2.95], [0.84, 2.40, 3.34], [-0.78, 2.08, 4.04]], "lowdin_charge": [0.881, -0.054, -0.550, -0.034, -0.046, -0.143, 0.061, -0.156, 0.061, -0.156, 0.058, -0.141, 0.056, -0.068, -0.203, -0.206, -0.530, -0.053, -0.028, -0.037, -0.550, -0.041, -0.057, -0.036, -0.196, -0.230, -0.067, 0.050, -0.531, -0.036, -0.055, -0.031, 0.088, 0.096, 0.082, 0.091, 0.090, 0.082, 0.089, 0.069, 0.097, 0.098, 0.098, 0.101, 0.057, 0.087, 0.096, 0.090, 0.091, 0.082, 0.095, 0.079, 0.090, 0.096, 0.069, 0.089, 0.094, 0.089, 0.086, 0.077, 0.092, 0.091, 0.100, 0.095, 0.077, 0.091, 0.085, 0.097, 0.043, 0.084, 0.092, 0.090, -0.233, 1.062, -0.408, 0.146, -0.197, -0.005, -0.056, -0.056, -0.003, -0.199, 0.139, -0.420, 1.056, -0.211, -0.653, -0.090, -0.087, -0.078, -0.689, -0.083, -0.085, -0.090, 0.035, 0.043, 0.055, 0.118, 0.112, 0.112, 0.119, 0.048, 0.042, 0.047, 0.071, 0.098, 0.061, 0.083, 0.077, 0.095, 0.058, 0.096, 0.086, 0.038, 0.086, 0.099, 0.053, 0.098, 0.085, 0.075, 0.079, 0.095, -0.019, -0.088, -0.523, 0.005, 0.096, 0.090, 0.095]}

=====

Least stable structure: *x*

=====

*w*
{"formula": "C2H5N2O2", "method": "ωB97M-V/def2-TZVPD", "e_lumo_ev": 4.143, "orbital_gap_ev": 8.6871, "total_charge": -1, "homo_energy_ev": -4.544, "spin_multiplicity": 1, "species": ["N", "C", "N", "H", "H", "H", "H", "O", "C", "O", "H"], "xyz": [[-0.63, 0.15, -0.18], [-1.66, -0.35, 0.53], [-2.76, 0.25, 0.82], [-0.63, 1.17, -0.20], [0.33, -0.26, -0.17], [-1.46, -1.36, 0.89], [-3.38, -0.46, 1.18], [1.91, -0.84, -0.69], [2.53, 0.25, -0.68], [2.35, 1.30, -0.05], [3.39, 0.15, -1.44]], "nbo_charge": [-0.820, 0.296, -0.806, 0.379, 0.447, 0.121, 0.316, -0.803, 0.639, -0.757, -0.013]}

=====

*x*
{"formula": "C2H5N2O2", "method": "ωB97M-V/def2-TZVPD", "e_lumo_ev": 3.999, "orbital_gap_ev": 8.7002, "total_charge": -1, "homo_energy_ev": -4.701, "spin_multiplicity": 1, "species": ["O", "C", "O", "H", "N", "C", "N", "H", "H", "H", "H"], "xyz": [[-2.80, 0.68, -0.59], [-2.15, 0.42, -1.64], [-0.92, -0.03, -1.70], [-2.69, 0.62, -2.62], [0.49, 0.41, 0.50], [1.45, -0.31, 1.13], [1.95, -1.48, 0.81], [0.26, 1.24, 1.02], [-0.01, 0.11, -0.42], [1.78, 0.17, 2.08], [2.65, -1.84, 1.43]], "nbo_charge": [-0.752, 0.631, -0.809, 0.022, -0.822, 0.294, -0.813, 0.369, 0.464, 0.095, 0.321]}

=====

Least stable structure: *x*

=====

*w*
{"formula": "C3H3F3O", "method": "ωB97M-V/def2-TZVPD", "e_lumo_ev": 0.851, "smiles": "C[C@@]1(F)OC1(F)F", "orbital_gap_ev": 11.8968, "homo_energy_ev": -11.046, "spin_multiplicity": 1, "species": ["C", "C", "F", "O", "C", "F", "F", "H", "H", "H"], "xyz": [[-0.06, 0.01, -0.03], [-0.31, -0.11, -1.51], [-1.37, -0.84, -1.96], [-0.17, 1.05, -2.30], [0.74, 0.07, -2.58], [0.77, -0.55, -3.77], [2.00, 0.32, -2.25], [-1.08, 0.22, 0.49], [0.77, 0.61, 0.04], [0.12, -0.96, 0.48]], "nbo_charge": [-0.675, 0.519, -0.323, -0.463, 0.833, -0.300, -0.316, 0.244, 0.241, 0.242]}

=====

*x*
{"formula": "C3H3F3O", "method": "ωB97M-V/def2-TZVPD", "e_lumo_ev": [0.854, -2.135], "orbital_gap_ev": [11.2791, 5.3611], "homo_energy_ev": [-10.425, -7.496], "spin_multiplicity": 1, "species": ["C", "C", "C", "O", "F", "F", "F", "H", "H", "H"], "xyz": [[2.49, -1.96, -2.30], [-0.12, 0.22, 0.00], [0.33, 0.79, -1.30], [1.64, -1.33, -1.73], [2.91, -1.59, -3.58], [-0.53, 0.86, -2.30], [1.24, 1.72, -1.44], [0.66, -0.25, 0.70], [-0.88, -0.44, -0.15], [-0.67, 0.84, 0.61]], "nbo_charge": [0.742, -0.746, 0.785, -0.530, -0.349, -0.317, -0.306, 0.249, 0.244, 0.228]}

=====

Least stable structure: *x*